Computed, not measured: C6H10 in the gas phase in a non-equilibrium geometry, with the ωB97M-V functional and the def2-TZVPD basis.

Last column: natural (NBO) charge in e.
Element x y z (Å)
C (0.972964, 0.371050, -0.049743)  -0.1656
C (2.236927, -0.042977, -0.460159)  -0.4677
C (-0.257423, -0.557838, 0.165236)  -0.3272
C (-0.823327, 0.745834, 0.056269)  0.1523
C (-1.698119, 1.203103, 1.171529)  -0.7329
C (-0.411438, -1.541760, -0.988874)  -0.6042
H (1.107934, 1.096263, 0.765737)  0.1978
H (2.598393, 0.071573, -1.473332)  0.2198
H (2.943940, 0.059372, 0.357935)  0.1968
H (-0.185791, -1.014278, 1.164062)  0.1758
H (-2.527951, 1.766081, 0.752305)  0.2497
H (-1.150837, 1.871392, 1.845669)  0.2421
H (-2.030471, 0.347778, 1.765009)  0.1991
H (0.605814, -1.860802, -1.236919)  0.2187
H (-0.813806, -1.023170, -1.858078)  0.2246
H (-1.082559, -2.352774, -0.725252)  0.2206

Atoms 1-3, force components in eV/Å:
1.1386 0.5549 2.1752
-0.7863 1.4218 -0.1529
-0.7509 0.0515 -0.9116

The value obtained for the HOMO energy is -7.3 eV. The value obtained for the LUMO energy is -0.0128 hartree. The energy above the lowest of the compared OMol25 structures with the same formula, charge and spin is 658.1 kJ/mol. The orbital gap comes out at 6.97 eV. The spin multiplicity is 1. The molecular weight comes out at 82.15 g/mol.